(1)
Density functional theory data (ωB97M-V with the def2-TZVPD basis set) for 2 unconnected molecules or ions with the total composition C4H12OS2 at a distorted geometry.

Its SMILES is CCCSSC.O. As for the LUMO energy: 0.702 eV. Its multiplicity is 1. The HOMO energy comes out at -8.7 eV. The calculation puts the frontier orbital gap at 9.38 eV. The largest force on an atom comes out at 1.89 eV/Å. For the energy, the calculation gives -1031.20344 a.u. For the energy above the lowest of the compared OMol25 structures with the same formula, charge and spin, the calculation gives 37.7 kJ/mol.

Last columns: bonded neighbours and bond lengths (Å).
Atoms and positions in Å:
1 S 4.8766 -1.2775 -2.0272  S2 2.065, C3 1.785
2 S 3.8061 0.4463 -1.6462  S1 2.065, C5 1.778
3 C 4.7938 -1.5426 -3.7900  S1 1.785, H7 1.103, H8 1.103, H9 1.103
4 C 0.0000 0.0000 0.0000  C6 1.588, H10 1.103, H11 1.103, H12 1.103
5 C 2.1247 -0.1282 -1.5918  S2 1.778, C6 1.570, H13 1.107, H14 1.107
6 C 1.1825 0.7766 -0.7214  C4 1.588, C5 1.570, H15 1.107, H16 1.107
7 H 3.8577 -2.0518 -4.0746  C3 1.103
8 H 5.6451 -2.1661 -4.1112  C3 1.103
9 H 4.8446 -0.5772 -4.3212  C3 1.103
10 H -0.6691 -0.4779 -0.7352  C4 1.103
11 H -0.5935 0.6977 0.6144  C4 1.103
12 H 0.4156 -0.7818 0.6577  C4 1.103
13 H 2.1423 -1.1137 -1.0879  C5 1.107
14 H 1.7613 -0.2852 -2.6256  C5 1.107
15 H 0.7805 1.6019 -1.3399  C6 1.107
16 H 1.6812 1.2272 0.1582  C6 1.107
17 O 1.4877 1.3351 2.9806  H18 0.984, H19 0.984
18 H 1.7777 1.7081 3.8437  O17 0.984
19 H 0.7055 1.8756 2.7270  O17 0.984

***

(2)
Density functional theory data (ωB97M-V with the def2-TZVPD basis set) for 2 unconnected molecules or ions with the total composition C4H12PS at a distorted geometry.

The charge is +1. As for the LUMO energy: -3.256 eV. Its multiplicity is 1. The HOMO energy comes out at -13.0 eV. The calculation puts the frontier orbital gap at 9.76 eV. The largest force on an atom comes out at 6.20 eV/Å. For the energy, the calculation gives -898.82669 a.u. For the energy above the lowest of the compared OMol25 structures with the same formula, charge and spin, the calculation gives 289.2 kJ/mol.

Last columns: bonded neighbours and bond lengths (Å).
Atoms and positions in Å:
1 C -1.7983 0.2234 -0.1186  P5 1.801, H7 1.083, H8 1.049, H9 1.047
2 C 0.3803 -1.4888 -1.3444  P5 1.799, H10 1.057, H11 1.078, H12 1.077
3 C 0.2414 -0.9471 1.5744  P5 1.745, H13 1.096, H14 1.099, H15 1.025
4 C 0.9409 1.1659 -0.3440  P5 1.866, S6 1.775, H16 1.025
5 P -0.0952 -0.3547 -0.0316  C1 1.801, C2 1.799, C3 1.745, C4 1.866
6 S 0.3993 2.4483 0.7576  C4 1.775, H18 1.475
7 H -1.8068 0.9561 0.6789  C1 1.083
8 H -2.6006 -0.4170 0.0990  C1 1.049
9 H -2.1552 0.8089 -0.9101  C1 1.047
10 H 0.0711 -1.2480 -2.3257  C2 1.057
11 H 0.0852 -2.4774 -1.0303  C2 1.078
12 H 1.4551 -1.5311 -1.2955  C2 1.077
13 H 1.2788 -1.2902 1.6570  C3 1.096
14 H -0.4364 -1.7683 1.8447  C3 1.099
15 H -0.0041 -0.1664 2.1910  C3 1.025
16 H 1.9362 0.9220 -0.3621  C4 1.025
17 H 0.5387 1.8244 -1.6883  no bonds
18 H 1.5696 3.3401 0.6480  S6 1.475

***

(3)
Density functional theory data (ωB97M-V with the def2-TZVPD basis set) for 2 unconnected molecules or ions with the total composition C4H12S at a distorted geometry.

Its SMILES is CCS.CC. As for the LUMO energy: 0.933 eV. Its multiplicity is 1. The HOMO energy comes out at -9.0 eV. The calculation puts the frontier orbital gap at 9.88 eV. The largest force on an atom comes out at 5.14 eV/Å. For the energy, the calculation gives -557.71084 a.u. For the energy above the lowest of the compared OMol25 structures with the same formula, charge and spin, the calculation gives 156.4 kJ/mol.

Last columns: bonded neighbours and bond lengths (Å).
Atoms and positions in Å:
1 C -2.3819 0.8849 0.1742  C2 1.549, S3 1.714, H4 1.203, H5 1.094
2 C -1.0428 1.4531 0.7062  C1 1.549, H6 1.169, H8 1.140, H9 1.150
3 S -2.3005 -0.4593 -0.8867  C1 1.714, H7 1.336
4 H -3.0100 0.6531 1.1735  C1 1.203
5 H -2.8299 1.7318 -0.3534  C1 1.094
6 H -0.9848 1.1749 1.8403  C2 1.169
7 H -2.2180 -1.6495 -0.2864  S3 1.336
8 H -0.8523 2.5731 0.6144  C2 1.140
9 H -0.2692 0.9133 0.0482  C2 1.150
10 C 2.6953 -0.5288 -0.4924  C11 1.584, H12 1.108, H13 1.042, H14 1.012
11 C 1.3281 -1.2740 -0.2016  C10 1.584, H15 1.090, H16 1.155, H17 1.111
12 H 2.9119 -0.7890 -1.5477  C10 1.108
13 H 2.4125 0.4733 -0.5261  C10 1.042
14 H 3.4968 -0.7389 0.0886  C10 1.012
15 H 0.7890 -1.0311 -1.1175  C11 1.090
16 H 0.8669 -1.0129 0.8241  C11 1.155
17 H 1.3888 -2.3739 -0.0574  C11 1.111

***

(4)
Density functional theory data (ωB97M-V with the def2-TZVPD basis set) for 2 unconnected molecules or ions with the total composition C4H12S at a distorted geometry.

Its SMILES is CSC.CC. As for the LUMO energy: 1.022 eV. Its multiplicity is 1. The HOMO energy comes out at -8.5 eV. The calculation puts the frontier orbital gap at 9.50 eV. The largest force on an atom comes out at 1.70 eV/Å. For the energy, the calculation gives -557.74687 a.u. For the energy above the lowest of the compared OMol25 structures with the same formula, charge and spin, the calculation gives 61.8 kJ/mol.

Last columns: bonded neighbours and bond lengths (Å).
Atoms and positions in Å:
1 C 1.9461 1.6288 0.7415  S3 1.794, H4 1.091, H5 1.084, H6 1.097
2 C 0.6372 1.2051 -1.7883  S3 1.840, H7 1.094, H8 1.088, H9 1.081
3 S 1.1612 0.3519 -0.2449  C1 1.794, C2 1.840
4 H 2.0806 2.5138 0.1179  C1 1.091
5 H 1.4328 1.7338 1.6907  C1 1.084
6 H 2.9935 1.4162 0.9890  C1 1.097
7 H -0.0749 2.0159 -1.6063  C2 1.094
8 H 0.0504 0.5374 -2.4159  C2 1.088
9 H 1.5159 1.5678 -2.3026  C2 1.081
10 C -2.0248 -1.6181 1.4052  C11 1.520, H12 1.077, H13 1.097, H14 1.104
11 C -2.6943 -1.9875 0.0912  C10 1.520, H15 1.096, H16 1.094, H17 1.085
12 H -1.7053 -0.5911 1.4576  C10 1.077
13 H -2.6324 -1.9538 2.2546  C10 1.097
14 H -1.2228 -2.3143 1.7062  C10 1.104
15 H -3.2867 -1.2103 -0.4058  C11 1.096
16 H -1.9969 -2.2295 -0.7168  C11 1.094
17 H -3.3674 -2.8265 0.2349  C11 1.085

***

Question: Among the records above, which one has the lowest energy above the lowest of the compared OMol25 structures with the same formula, charge and spin?
Answer: C4H12OS2

***

Question: Which formula does entry 3 have?
Answer: C4H12S

***

Question: Which value of frontier orbital gap does entry 2 give?
Answer: 9.76 eV

***

Question: Which of these has the lowest frontier orbital gap?
Answer: C4H12OS2